# 1
{"formula": "C4H6N2", "method": "the ωB97M-V functional and the def2-TZVPD basis", "elements": ["N", "C", "C", "C", "C", "N", "H", "H", "H", "H", "H", "H"], "xyz": [[-0.38, 0.49, -1.74], [0.02, 0.10, -0.60], [1.02, -0.96, -0.24], [1.01, -1.05, 1.09], [0.05, -0.01, 1.56], [-0.52, 0.64, 0.62], [-2.05, 1.85, -1.14], [0.12, 0.01, -2.49], [1.58, -1.54, -0.96], [1.55, -1.73, 1.74], [-0.18, 0.21, 2.60], [-2.22, 2.00, -0.43]], "nbo_charge": [-0.523, 0.351, -0.250, -0.247, 0.099, -0.419, 0.006, 0.342, 0.227, 0.227, 0.199, -0.013], "lumo_energy_ev": -0.76, "de_lowest_kcal_mol": 60.4, "orbital_gap_ev": 9.203, "smiles": "[H]/N=C1\\C=CC=N1.[H][H]"}

# 2
{"formula": "CBrNO3", "method": "the ωB97M-V functional and the def2-TZVPD basis", "elements": ["C", "N", "O", "O", "O", "Br"], "xyz": [[-0.02, -0.72, -0.04], [0.67, 0.55, 0.02], [1.57, 0.54, -0.80], [0.21, -1.84, 0.03], [0.30, 1.42, 0.75], [-2.72, 0.05, 0.03]], "nbo_charge": [0.744, 0.425, -0.293, -0.345, -0.242, -0.290], "lumo_energy_ev": [-2.81, -3.31], "de_lowest_kcal_mol": 98.5, "orbital_gap_ev": [7.741, 7.035]}

# 3
{"formula": "C44H36GaN13OS", "method": "the ωB97M-V functional and the def2-TZVPD basis", "elements": ["Ga", "C", "N", "C", "N", "C", "N", "C", "C", "C", "C", "C", "C", "C", "N", "N", "C", "O", "C", "C", "C", "C", "C", "C", "N", "C", "N", "C", "N", "C", "H", "H", "H", "H", "H", "H", "H", "H", "H", "H", "H", "H", "H", "H", "H", "H", "C", "N", "C", "C", "C", "C", "C", "N", "C", "C", "C", "C", "C", "C", "H", "H", "H", "H", "H", "H", "H", "H", "H", "H", "H", "N", "C", "C", "C", "C", "C", "C", "S", "N", "C", "C", "C", "C", "C", "C", "N", "H", "H", "H", "H", "H", "H", "H", "H", "H"], "xyz": [[0.21, -0.49, 0.29], [-1.62, -2.75, -4.17], [-0.94, -1.76, -3.37], [-0.15, -1.90, -2.32], [0.21, -0.69, -1.87], [-0.41, 0.16, -2.73], [-1.10, -0.46, -3.64], [-0.76, -3.22, -5.33], [-1.28, -3.44, -6.60], [-0.44, -3.86, -7.62], [0.93, -4.00, -7.43], [1.44, -3.76, -6.16], [0.59, -3.42, -5.12], [2.84, -3.63, -5.74], [3.47, -4.33, -4.85], [4.46, -3.56, -4.37], [4.40, -2.43, -4.98], [3.41, -2.41, -5.90], [5.01, -1.17, -4.57], [5.21, -0.11, -5.44], [5.58, 1.13, -4.93], [5.69, 1.31, -3.56], [5.49, 0.24, -2.69], [5.55, 0.46, -1.20], [4.42, -0.12, -0.51], [3.15, -0.20, -0.88], [2.42, -0.70, 0.12], [3.35, -0.94, 1.09], [4.55, -0.58, 0.72], [5.19, -1.01, -3.20], [-2.53, -2.27, -4.55], [-1.90, -3.60, -3.54], [0.18, -2.83, -1.90], [-0.36, 1.23, -2.66], [-2.33, -3.30, -6.78], [-0.86, -4.03, -8.60], [1.57, -4.29, -8.24], [1.01, -3.28, -4.13], [5.07, -0.24, -6.50], [5.74, 1.96, -5.59], [5.96, 2.27, -3.17], [5.56, 1.54, -0.99], [6.45, 0.03, -0.76], [2.79, 0.07, -1.85], [3.17, -1.38, 2.04], [5.05, -1.87, -2.56], [0.54, -3.51, 1.21], [-0.25, -2.42, 0.65], [-1.54, -2.58, 0.49], [-2.34, -1.51, 0.07], [-3.72, -1.39, -0.17], [-3.95, -0.05, -0.45], [-2.72, 0.60, -0.37], [-1.75, -0.26, -0.06], [0.56, -3.48, 2.72], [1.18, -2.44, 3.40], [1.20, -2.38, 4.78], [0.56, -3.35, 5.51], [-0.10, -4.38, 4.86], [-0.08, -4.46, 3.47], [1.56, -3.41, 0.82], [0.12, -4.47, 0.87], [-2.00, -3.54, 0.69], [-4.45, -2.17, -0.12], [-4.89, 0.41, -0.68], [-2.52, 1.65, -0.53], [1.62, -1.63, 2.83], [1.71, -1.56, 5.26], [0.55, -3.31, 6.59], [-0.63, -5.13, 5.43], [-0.59, -5.28, 2.98], [-0.84, 1.60, 3.87], [-2.20, 1.28, 4.14], [-3.06, 2.20, 4.70], [-4.41, 1.90, 4.82], [-4.90, 0.69, 4.34], [-4.04, -0.24, 3.79], [-2.69, 0.04, 3.73], [-1.52, -1.16, 3.15], [-0.43, -0.14, 2.35], [-0.22, 1.06, 2.78], [0.69, 1.88, 1.98], [1.38, 2.98, 2.48], [2.14, 3.75, 1.62], [2.19, 3.41, 0.27], [1.52, 2.27, -0.14], [0.80, 1.51, 0.69], [-0.59, 2.54, 4.14], [-2.68, 3.14, 5.06], [-5.08, 2.61, 5.27], [-5.95, 0.46, 4.41], [-4.41, -1.19, 3.43], [1.35, 3.21, 3.53], [2.69, 4.61, 1.98], [2.75, 4.00, -0.43], [1.54, 1.95, -1.17]], "lowdin_charge": [0.450, -0.051, -0.089, -0.110, 0.048, -0.169, 0.168, -0.186, -0.013, -0.039, 0.009, -0.128, 0.020, -0.284, 0.115, 0.111, -0.288, 0.161, -0.128, 0.006, -0.041, -0.026, -0.213, -0.056, -0.092, -0.116, 0.066, -0.151, 0.155, 0.022, 0.141, 0.145, 0.149, 0.123, 0.121, 0.117, 0.127, 0.111, 0.128, 0.117, 0.116, 0.134, 0.149, 0.138, 0.104, 0.128, -0.134, -0.047, -0.102, -0.335, -0.006, -0.052, -0.109, -0.002, -0.249, -0.135, -0.081, -0.063, -0.054, -0.035, 0.121, 0.131, 0.160, 0.116, 0.106, 0.119, 0.058, 0.113, 0.114, 0.115, 0.117, 0.157, -0.235, -0.004, -0.050, -0.055, -0.073, -0.403, 1.130, -0.220, -0.308, -0.151, 0.038, 0.006, 0.002, -0.091, 0.085, 0.143, 0.120, 0.118, 0.116, 0.113, 0.129, 0.132, 0.125, 0.111], "lumo_energy_ev": -6.11, "charge": 2, "de_lowest_kcal_mol": 48.8, "orbital_gap_ev": 6.594}

# 4
{"formula": "C2H7NO2", "method": "the ωB97M-V functional and the def2-TZVPD basis", "elements": ["C", "N", "C", "O", "H", "H", "H", "H", "H", "H", "H", "O"], "xyz": [[-0.14, -0.97, 1.43], [-0.20, -2.35, 1.08], [0.45, -2.70, -0.29], [-0.23, -0.41, 2.52], [0.13, -0.21, 0.60], [0.21, -2.92, 1.85], [1.36, -3.36, -0.13], [0.32, -1.94, -1.07], [-0.08, -3.57, -0.62], [-0.53, 6.23, -2.57], [-0.28, 5.90, -1.08], [-1.01, 6.31, -1.72]], "mulliken_spin": [-0.090, 0.293, 0.001, 0.694, 0.089, -0.010, 0.009, -0.005, 0.018, 0.000, 0.000, 0.000], "lumo_energy_ev": [-5.41, -9.96], "charge": 1, "de_lowest_kcal_mol": 59.1, "orbital_gap_ev": [7.865, 3.313], "multiplicity": 2}

# 5
{"formula": "C27H30O15", "method": "the ωB97M-V functional and the def2-TZVPD basis", "elements": ["C", "C", "C", "O", "C", "C", "C", "O", "O", "O", "H", "H", "H", "H", "C", "C", "C", "O", "C", "C", "C", "O", "O", "O", "H", "H", "H", "H", "C", "C", "C", "O", "C", "C", "C", "O", "O", "O", "H", "H", "H", "H", "C", "C", "O", "C", "H", "H", "H", "H", "H", "H", "C", "C", "O", "C", "H", "H", "H", "H", "H", "H", "C", "C", "O", "C", "H", "H", "H", "H", "H", "H"], "xyz": [[-2.00, -2.57, -3.17], [-3.33, -1.90, -3.67], [-3.61, -1.45, -5.00], [-4.58, -0.81, -5.22], [-2.64, -1.67, -6.01], [-1.28, -2.40, -5.54], [-0.94, -2.72, -4.18], [0.15, -3.14, -3.87], [-0.42, -3.01, -6.47], [-4.22, -1.55, -2.67], [-1.74, -2.71, -2.16], [-3.01, -1.54, -6.79], [-0.64, -2.91, -7.41], [-4.93, -1.30, -3.10], [1.63, -1.05, -1.51], [2.79, -0.02, -1.67], [3.28, 0.73, -0.47], [4.32, 1.38, -0.53], [2.58, 0.54, 0.79], [1.45, -0.39, 0.96], [0.97, -1.20, -0.22], [0.06, -2.01, -0.20], [0.81, -0.53, 2.14], [3.37, 0.14, -2.89], [1.27, -1.60, -2.46], [2.80, 1.09, 1.81], [0.94, 0.09, 2.83], [4.04, 0.82, -2.80], [-1.15, 0.88, 4.36], [-2.51, 0.91, 5.09], [-3.37, 2.17, 5.07], [-4.42, 2.13, 5.74], [-2.88, 3.31, 4.40], [-1.58, 3.30, 3.47], [-0.67, 2.02, 3.65], [0.34, 2.11, 3.08], [-1.13, 4.29, 2.76], [-2.98, -0.17, 5.73], [-0.52, 0.09, 4.48], [-3.71, 4.06, 4.28], [-1.81, 4.78, 2.52], [-3.99, -0.10, 5.81], [5.07, 2.26, 5.93], [4.57, 1.44, 4.70], [3.44, 1.29, 4.50], [5.60, 0.94, 3.68], [5.17, 3.32, 5.59], [5.97, 1.76, 6.41], [4.18, 2.32, 6.49], [5.96, 1.84, 3.15], [5.39, 0.27, 3.03], [6.52, 0.79, 4.04], [0.96, 0.51, -5.93], [1.71, 1.88, -5.92], [2.34, 2.14, -6.91], [1.78, 2.81, -4.65], [-0.01, 0.67, -6.29], [0.71, 0.26, -4.77], [1.41, -0.35, -6.49], [0.67, 2.64, -4.09], [1.88, 3.82, -5.18], [2.52, 2.48, -3.83], [-2.27, -2.64, 2.28], [-3.73, -3.03, 2.01], [-4.65, -3.07, 2.85], [-3.87, -3.55, 0.55], [-1.95, -1.81, 1.66], [-1.57, -3.59, 2.17], [-2.42, -2.42, 3.34], [-4.92, -3.50, 0.35], [-3.64, -4.67, 0.57], [-3.52, -2.86, -0.16]], "lowdin_charge": [0.155, -0.078, -0.457, 0.148, 0.159, -0.039, -0.432, 0.124, 0.071, 0.132, 0.080, -0.018, 0.129, 0.006, 0.109, -0.133, -0.373, 0.078, 0.085, -0.146, -0.361, 0.083, 0.095, 0.068, 0.119, 0.144, 0.048, 0.106, 0.104, -0.118, -0.405, 0.060, 0.074, -0.080, -0.407, 0.137, 0.201, 0.087, 0.070, 0.120, 0.054, 0.165, -0.007, -0.497, 0.103, 0.016, 0.093, 0.101, 0.050, 0.116, 0.005, 0.033, -0.031, -0.483, 0.044, -0.035, 0.034, 0.113, 0.089, 0.127, 0.094, 0.074, -0.035, -0.459, 0.031, -0.027, 0.065, 0.140, 0.061, 0.057, 0.126, 0.037], "lumo_energy_ev": -2.39, "de_lowest_kcal_mol": 315.3, "orbital_gap_ev": 6.463, "smiles": "O=C1C=C(O)C(=O)C=C1O.O=C1C=C(O)C(=O)C=C1O.O=C1C=C(O)C(=O)C=C1O.CC(C)=O.CC(C)=O.CC(C)=O"}